# 1
C6H11F2O4S | ωB97M-V/def2-TZVPD

The relative energy (zero: lowest compared OMol25 entry of this formula, charge and spin) comes out at 60.9 kJ/mol. As for the total charge: -1.

Positions of all 24 atoms, in Å:
C  0.5205  2.5103  0.2704
C  0.8660  -1.9722  0.1051
C  0.7766  1.0229  0.0772
C  -0.4156  -1.2272  -0.2610
C  -0.4897  0.2102  0.2157
C  -1.2098  0.9042  -2.5143
O  -3.3597  -0.5279  -3.0681
O  -1.1531  -1.6246  -3.3233
O  -1.9915  -0.1114  -5.0627
O  -1.4871  0.6403  0.7465
F  -1.8813  2.0376  -2.9729
F  0.0987  1.0905  -3.0263
S  -1.8187  -0.3715  -3.6536
H  -0.0185  2.6833  1.2004
H  -0.0916  2.8735  -0.5516
H  1.4568  3.0679  0.2911
H  1.0226  -1.9804  1.1844
H  1.7317  -1.5244  -0.3728
H  0.7898  -3.0019  -0.2370
H  1.1999  0.8358  -0.9088
H  1.4835  0.6551  0.8285
H  -1.2794  -1.7587  0.1472
H  -0.5236  -1.2223  -1.3521
H  -3.2568  -0.6408  -2.1235

# 2
C6H11F3O2S | ωB97M-V/def2-TZVPD

Its SMILES is COC(CSCC(F)(F)F)OC.

Positions of all 23 atoms, in Å:
F  4.2188  -0.7038  -1.2625
F  3.4252  -2.7595  -1.4086
F  4.7108  -2.2521  0.2952
O  -1.9853  -0.3835  0.1568
O  -1.5016  1.8753  -0.4821
S  0.9820  -1.3543  -0.5875
C  -2.1016  -0.1374  1.5832
C  -2.8356  2.2255  -0.8741
C  3.7512  -1.7908  -0.5605
C  -1.0986  0.4844  -0.6137
C  2.5795  -1.4650  0.3626
C  0.3685  0.3526  -0.1533
H  -2.0777  0.9439  1.8468
H  -3.0294  -0.5595  1.9768
H  -1.2741  -0.6187  2.1033
H  -3.2303  1.5358  -1.6183
H  -2.8512  3.2392  -1.3120
H  -3.5063  2.2011  -0.0085
H  -1.1578  0.2329  -1.6757
H  2.5218  -2.2304  1.1561
H  2.7118  -0.5278  0.8708
H  0.9719  1.0926  -0.7022
H  0.4081  0.5992  0.9074

# 3
C6H11FN | ωB97M-V/def2-TZVPD

The relative energy (zero: lowest compared OMol25 entry of this formula, charge and spin) comes out at 383.1 kJ/mol. As for the total charge: +1.

Positions of all 19 atoms, in Å:
C  1.7370  0.3213  -3.9956
C  1.2999  0.7975  -2.9118
C  0.3688  0.0926  1.8643
C  0.8159  1.6713  -1.9498
C  -1.7856  -1.1764  1.8706
C  -0.6802  -0.4060  1.2211
N  -1.5605  -1.4438  3.2650
F  -0.8837  -0.0431  -0.0817
H  1.9293  -0.7435  -4.0086
H  0.6666  1.2384  -0.9744
H  0.6806  -0.2380  2.9170
H  1.0301  0.7598  1.4999
H  -0.0854  2.0800  -2.2238
H  1.6958  2.4392  -1.7854
H  -2.7918  -0.7493  1.8413
H  -1.9930  -2.1880  1.2211
H  2.0382  0.6954  -4.9305
H  -1.4377  -2.4238  3.4923
H  -1.0443  -0.6837  3.6690

# 4
C6H11FN2S2 | ωB97M-V/def2-TZVPD

The relative energy (zero: lowest compared OMol25 entry of this formula, charge and spin) comes out at 246.2 kJ/mol.

Positions of all 22 atoms, in Å:
C  1.1451  -0.7242  -0.1083
C  2.4052  -1.1531  0.4320
C  3.5667  -0.3006  0.0061
C  1.3153  0.8140  -0.3960
C  -3.4320  0.1106  -0.5380
C  -2.7461  -1.0580  0.1386
H  2.4574  -2.2491  0.3187
H  2.3605  -1.0393  1.5242
H  3.7950  -0.5148  -1.0753
H  4.5723  -0.5131  0.5915
H  0.5929  1.4365  0.1747
H  1.1710  0.9587  -1.4283
H  -2.7113  2.9724  0.3804
H  -2.3914  1.4700  1.2192
H  -4.1505  -0.3028  -1.3253
H  -3.5294  -1.9213  0.1619
H  -1.8092  -1.3765  -0.6352
N  -2.2962  1.9624  0.2889
N  -3.2192  1.3611  -0.5652
F  -2.1838  -0.5414  1.3126
S  -0.1670  -1.5994  -0.4707
S  2.9407  1.3841  0.0338

HOMO level
In order: -0.15636; -0.33706; -0.42619; -0.30718
Unit: Ha